Density functional theory data (ωB97M-V/def2-TZVPD) for a structure of composition C19H43O2P3RuS.

Atoms and positions in Å:
Ru (0.6624, 0.1552, 0.6563)
P (2.2219, 0.8571, 2.0715)
P (-0.6113, 1.7684, -0.1738)
P (2.0625, -0.6779, -0.8007)
H (-1.5612, -1.3234, 1.2661)
C (-0.5780, -1.6121, 0.8820)
C (0.5291, -1.7325, 1.7899)
H (0.3776, -1.5084, 2.8528)
C (1.6694, 1.0532, 3.7894)
C (2.9066, 2.4983, 1.6783)
C (3.6695, -0.2356, 2.3360)
C (-2.1173, 1.1314, -0.9358)
C (-1.2624, 2.8755, 1.0992)
C (0.3141, 2.8231, -1.3281)
C (2.8380, -2.3015, -0.4902)
C (3.4281, 0.4076, -1.3044)
C (1.1541, -1.0196, -2.3189)
H (-0.5950, -2.2020, -0.0429)
H (1.3048, -2.4657, 1.5794)
H (1.0297, 0.2135, 4.0689)
H (1.0833, 1.9714, 3.8918)
H (2.5371, 1.0954, 4.4565)
H (2.1044, 3.2511, 1.6619)
H (3.3982, 2.4698, 0.6955)
H (3.6408, 2.7652, 2.4524)
H (3.3461, -1.2594, 2.5608)
H (4.2144, 0.1599, 3.2031)
H (4.3368, -0.2534, 1.4649)
H (-2.7175, 1.9452, -1.3558)
H (-2.7141, 0.5891, -0.1953)
H (-1.8266, 0.4191, -1.7091)
H (-1.7346, 3.7469, 0.6264)
H (-0.4424, 3.1997, 1.7485)
H (-2.0074, 2.3274, 1.6907)
H (-0.3019, 3.6936, -1.5914)
H (0.5836, 2.2702, -2.2388)
H (1.2279, 3.1627, -0.8225)
H (3.3848, -2.5972, -1.3970)
H (2.0663, -3.0523, -0.2831)
H (3.5335, -2.2547, 0.3551)
H (3.8797, -0.0243, -2.2072)
H (4.1912, 0.4861, -0.5215)
H (3.0366, 1.4048, -1.5368)
H (1.7992, -1.5388, -3.0341)
H (0.7717, -0.1085, -2.7834)
H (0.2979, -1.6564, -2.0790)
C (-1.6656, -1.2897, -4.4293)
C (-2.8794, -1.1733, -5.1369)
C (-3.3427, -2.2825, -5.8567)
C (-2.6361, -3.4966, -5.8423)
C (-1.4019, -3.5709, -5.1783)
C (-0.8761, -2.4521, -4.5316)
O (-1.2698, -0.2955, -3.5738)
H (-1.9682, 0.3930, -3.5125)
H (-3.4519, -0.2475, -5.1045)
H (-4.2774, -2.1888, -6.4179)
H (-3.0310, -4.3777, -6.3509)
H (-0.8475, -4.5101, -5.1644)
H (0.1079, -2.4852, -4.0794)
C (-3.7081, -0.3186, 4.3495)
S (-2.1183, 0.3888, 3.8497)
C (-2.1725, 1.9711, 4.7326)
O (-1.0709, -0.4536, 4.5279)
H (-4.4886, 0.2711, 3.8587)
H (-3.7676, -0.2688, 5.4407)
H (-3.7258, -1.3559, 4.0007)
H (-1.8077, 1.8011, 5.7546)
H (-1.5284, 2.6833, 4.2036)
H (-3.2041, 2.3410, 4.7331)

Properties
Total energy ... -65735.8259 eV
HOMO energy (spin up / spin down) ... -19.14 / -20.65 eV
Maximum force ... 2.50 eV/Å
ΔE to the lowest compared entry with this formula, charge and spin ... 7.0 kcal per mole
Spin multiplicity ... 5
Total charge ... +4